Record 1
This record from the Open Molecules 2025 dataset describes a molecular structure, C18H21ClMoN2O3. The level of theory is ωB97M-V/def2-TZVPD.

```
46
Properties=species:S:1:pos:R:3:forces:R:3
Cl 4.096 -2.691 1.001 -1.1 1.3 -1.6
C 4.556 0.139 -1.692 0.2 0.7 -0.8
C 3.497 0.060 -2.685 1.4 -0.3 0.1
C 3.354 -1.313 -3.069 1.0 -0.7 -0.4
H 2.978 0.913 -3.132 0.2 -0.5 0.3
C 4.315 -2.107 -2.306 -0.3 1.2 -1.3
C 5.032 -1.183 -1.457 0.6 0.2 -1.0
H 5.825 -1.484 -0.768 -0.5 0.2 -0.2
H 4.940 1.059 -1.234 -0.2 -0.5 -0.3
H 2.693 -1.715 -3.848 0.3 0.2 0.5
C 4.542 -3.571 -2.411 -0.1 -0.2 0.2
Mo 2.897 -1.132 -0.914 -3.0 -1.1 5.4
C 1.518 -2.675 -0.471 -1.8 -2.7 0.2
O 0.783 -3.544 -0.268 2.1 2.6 -0.5
C 2.469 -0.214 0.986 0.6 0.3 1.4
O 2.260 0.262 1.999 0.1 -0.6 -1.4
H 3.593 -4.075 -2.615 0.2 -0.1 0.0
H 4.941 -3.925 -1.458 0.0 -0.2 -0.2
H 5.249 -3.811 -3.214 -0.1 0.1 0.2
C -4.881 -0.913 2.722 -0.1 -0.4 -0.5
C -4.178 0.400 2.940 0.6 0.9 -0.2
N -3.478 0.913 1.687 -1.6 0.5 1.8
C -4.032 2.172 1.137 -0.3 -1.0 -0.7
C -3.377 3.384 1.773 0.4 -0.1 0.4
C -2.343 0.232 1.290 2.5 -1.6 -1.3
O -2.041 -0.814 1.868 -0.9 1.4 -0.2
C -1.380 0.676 0.155 0.0 -0.1 0.5
C -1.396 1.888 -0.535 0.1 0.1 -0.2
C -0.338 2.210 -1.371 0.3 0.0 0.0
C 0.753 1.350 -1.499 -0.5 0.6 0.0
N 0.770 0.159 -0.876 0.0 -0.1 -0.2
C -0.274 -0.173 -0.067 0.3 0.0 -0.1
H -5.624 -0.808 1.940 -0.2 -0.1 -0.1
H -5.382 -1.185 3.639 -0.2 0.0 0.3
H -4.185 -1.694 2.458 0.1 -0.2 0.0
H -4.908 1.156 3.229 0.2 0.2 -0.3
H -3.437 0.340 3.741 0.2 -0.1 -0.2
H -3.967 2.104 0.045 0.2 0.2 0.2
H -5.097 2.186 1.372 0.1 -0.2 0.1
H -2.302 3.399 1.632 0.1 0.1 -0.1
H -3.810 4.276 1.348 -0.2 0.2 -0.2
H -3.575 3.380 2.842 0.0 0.1 0.1
H -2.181 2.624 -0.424 0.2 -0.2 0.0
H -0.314 3.164 -1.885 -0.1 -0.1 0.0
H 1.625 1.710 -2.086 -0.8 -0.7 0.6
H -0.186 -1.130 0.480 -0.2 0.7 -0.4
```
Forces are in eV/Å.

Calculated total energy ... -42490.388 eV
LUMO energy (alpha / beta) ... -7.2 / -10.7 eV
E_HOMO (alpha / beta) ... -14.85 / -14.49 eV
Expectation value of S² ... 2.04
Multiplicity ... 3
Kohn-Sham gap (alpha / beta) ... 7.63 / 3.75 eV
Total charge ... +2

=====

Record 2
This record from the Open Molecules 2025 dataset describes 2 unconnected molecules or ions with the total composition C3H5N2O. The level of theory is ωB97M-V/def2-TZVPD.

```
11
Properties=species:S:1:pos:R:3:forces:R:3
C 1.723 -0.860 -0.234 1.8 -3.1 0.6
C -1.205 0.006 -0.185 -0.4 -3.2 0.9
C -0.082 0.369 0.781 -1.0 0.7 -0.8
N 2.389 -1.817 -0.334 -0.2 -0.6 -1.1
N 1.252 0.181 0.267 -1.9 4.9 -0.8
O 1.123 1.208 -1.667 0.1 -0.7 1.7
H -2.150 0.336 0.128 -1.4 1.1 1.2
H -1.083 0.497 -1.109 0.6 -0.1 -1.5
H -1.458 -1.136 -0.176 1.1 1.7 -0.8
H -0.282 1.513 0.846 0.9 -1.9 1.0
H -0.227 -0.297 1.684 0.2 1.3 -0.3
```
Forces are in eV/Å.

Calculated total energy ... -8214.845 eV
LUMO energy (alpha / beta) ... 3.7 / 4.0 eV
E_HOMO (alpha / beta) ... -3.61 / -3.76 eV
Kohn-Sham gap (alpha / beta) ... 7.31 / 7.72 eV
Total charge ... -1

=====

Record 3
This record from the Open Molecules 2025 dataset describes BrFHOPS in the gas phase. The level of theory is ωB97M-V/def2-TZVPD.

```
6
Properties=species:S:1:pos:R:3:forces:R:3
O -0.017 -0.205 1.222 0.8 -1.1 -1.1
F -1.315 0.789 -0.565 0.7 0.2 -0.3
P 0.172 0.316 -0.298 -1.7 -1.9 0.3
S 0.043 -2.031 -1.365 0.5 2.4 0.9
Br 1.130 2.344 -0.089 -0.3 -1.2 -0.1
H -0.013 -1.213 1.096 0.0 1.5 0.4
```
Forces are in eV/Å.

Calculated total energy ... -94947.592 eV
LUMO energy (alpha / beta) ... -2.7 / -2.9 eV
E_HOMO (alpha / beta) ... -9.38 / -9.64 eV
Kohn-Sham gap (alpha / beta) ... 6.68 / 6.79 eV
Total charge ... 0
SMILES ... O[P@](F)(=S)Br

=====

Maximum force across the listed records, respectively: 0.12297; 0.10345; 0.05082 hartree/bohr.
Energy relative to the best compared isomer or geometry (same formula, charge and spin) across the listed records, respectively: 17.1; 301.6; 259.5 kJ/mol.